Computed, not measured: a 3-piece molecular cluster, C23H34B2ClF17NO12P2 overall at a distorted geometry, with wB97M-V/def2-TZVPD.

Properties
Kohn-Sham gap = 6.85 eV
Spin multiplicity = 1
Total charge = -1
E_HOMO = -4.84 eV

Geometry (Å):
C -6.48732 4.83268 3.92167
C -5.09436 4.27241 4.18029
C -4.69553 3.37353 3.02906
O -4.58257 3.82330 1.89950
O -4.48458 2.07053 3.32044
C -3.05964 1.77414 3.48867
C -2.72179 0.43832 2.89465
B -2.26482 0.47372 1.31684
P -3.84187 -0.14303 0.29236
O -4.52540 -1.36325 0.78636
O -4.89976 1.06405 0.23668
O -3.52086 -0.38590 -1.29640
O -2.06086 1.84043 0.78545
C -0.79763 2.01171 0.17175
C -0.34053 3.40409 0.73747
C 0.28421 4.35757 -0.23459
O -0.20021 5.38643 -0.65141
F 1.52368 3.99770 -0.64047
B -1.14946 2.24702 -1.39847
N -0.20586 2.12233 -2.47771
O -2.42939 2.64999 -1.69126
C 0.02287 0.71627 0.57464
C 1.08170 0.82835 1.65293
Cl 2.42065 1.92898 1.16513
C 0.53783 1.20895 3.02329
C 0.61333 0.04873 3.99036
P 0.81581 -0.26664 -0.82994
C -0.55245 -1.15837 -1.61839
O 1.63242 -1.48287 -0.05418
O -0.98491 -0.16730 1.02010
H -6.60410 5.80981 4.35753
H -6.67666 4.92258 2.86853
H -7.22722 4.16311 4.32995
H -5.02777 3.75313 5.12235
H -4.37774 5.07559 4.14990
H -2.45744 2.58393 3.09977
H -2.88363 1.74041 4.56015
H -1.88432 0.05647 3.45978
H -3.54842 -0.22789 3.10889
H -4.55999 1.82639 0.73151
H -3.72850 -1.31513 -1.44136
H 0.32061 3.33562 1.59153
H -1.23458 3.89157 1.06762
H -0.45086 1.44578 -3.18419
H 0.74330 1.95810 -2.17021
H -2.79874 2.03814 -2.33937
H 1.57097 -0.11734 1.78611
H 1.20242 1.97206 3.40134
H -0.43383 1.66641 2.96461
H 1.65677 -0.15356 4.18260
H 0.15981 -0.83476 3.57026
H 0.15402 0.30407 4.92964
H -1.14602 -0.52506 -2.25160
H -1.18922 -1.67907 -0.91986
H -0.08297 -1.90430 -2.24379
H 2.41267 -1.68638 -0.56963
C -2.87980 -6.26376 -3.47881
C -2.86713 -4.78985 -3.02638
C -3.45872 -3.72207 -3.95689
F -2.85090 -3.67433 -5.15862
F -3.30490 -2.51616 -3.37096
F -1.61699 -4.44898 -2.65111
F -3.64427 -4.74498 -1.91244
O -1.71639 -6.86126 -4.05827
C -1.38672 -6.78315 -5.39017
C -0.08395 -6.00770 -5.64263
F -0.11094 -4.78206 -5.10174
F 0.09419 -5.88036 -6.97960
F -2.40937 -6.32926 -6.13950
F -1.13903 -8.04983 -5.79925
H -2.98997 -6.81818 -2.54937
H -3.76942 -6.48824 -4.06629
H -4.52725 -3.89806 -4.11100
H 0.75881 -6.55665 -5.21689
C 7.75252 1.46066 -0.71271
C 8.60635 1.89862 0.49510
C 9.67719 0.93993 1.03375
F 9.17807 -0.23895 1.43783
F 10.27655 1.51918 2.10288
F 7.80221 2.31338 1.49195
F 9.30884 2.99179 0.07147
O 6.44627 0.92562 -0.53079
C 6.18231 -0.40047 -0.26557
C 5.55686 -0.62132 1.11759
F 6.30458 -0.08544 2.10065
F 5.45554 -1.95193 1.35434
F 7.27125 -1.17421 -0.47228
F 5.25216 -0.79557 -1.15794
H 7.55356 2.39241 -1.23876
H 8.33491 0.84876 -1.40165
H 10.43853 0.75914 0.26922
H 4.56378 -0.17033 1.15794